[1]
Computed, not measured: a cluster of 2 separate species, C5H13NO in total, with ωB97M-V/def2-TZVPD.

```
20
C5H13NO (ωB97M-V/def2-TZVPD)
H 0.9910 1.7055 -1.6527
N 1.3431 1.4844 -0.7269
C 1.7116 0.2932 -0.5820
C 2.2906 -0.1714 0.7190
O 1.6251 -0.6361 -1.5698
H 3.3566 -0.3796 0.5919
H 2.1698 0.6079 1.4628
H 1.8004 -1.0835 1.0591
H 1.9666 -1.4936 -1.2907
C -1.5640 -0.4917 -1.0261
C -2.1751 -0.0216 0.2967
C -1.1100 0.4291 1.3008
H -0.9976 0.3082 -1.4951
H -2.3504 -0.7970 -1.7136
H -0.8993 -1.3382 -0.8618
H -2.7507 -0.8365 0.7274
H -2.8574 0.8078 0.0997
H -0.4982 1.2183 0.8782
H -1.5862 0.7995 2.2071
H -0.4659 -0.4045 1.5761
```

## Properties
structure (SMILES): [H]/N=C(/C)O.CCC
HOMO: -0.3762 Ha
DFT total energy: -328.2944 Ha
max |F|: 0.56 eV/A
ΔE to the lowest compared entry with this formula, charge and spin: 64.1 kJ/mol

---

[2]
Computed, not measured: an isolated molecule of C7H10, with ωB97M-V/def2-TZVPD.

```
17
C7H10 (ωB97M-V/def2-TZVPD)
C -1.3973 0.7404 0.3090
C -1.3856 -0.7557 -0.1174
C -0.1536 -0.4634 -1.0039
C -0.0945 1.0016 -0.5024
C 1.3096 0.7292 0.0836
C 1.2550 -0.3650 1.0946
C 1.2193 -0.7209 -0.3668
H -2.2257 1.2627 -0.1780
H -1.4283 0.9732 1.3794
H -1.1752 -1.4798 0.6767
H -2.2865 -1.0830 -0.6435
H -0.2208 -0.6748 -2.0731
H -0.1271 1.8528 -1.1858
H 2.1601 1.3998 -0.0096
H 2.1841 -0.6095 1.6017
H 0.3778 -0.4514 1.7308
H 1.9887 -1.3563 -0.7955
```

## Properties
structure (SMILES): C1C[C@H]2[C@@H]1[C@H]1C[C@@H]21
HOMO: -0.3343 Ha
DFT total energy: -272.6232 Ha
max |F|: 0.30 eV/A
ΔE to the lowest compared entry with this formula, charge and spin: 248.9 kJ/mol

---

[3]
Computed, not measured: an isolated molecule of C5H9NO, with ωB97M-V/def2-TZVPD.

```
16
C5H9NO (ωB97M-V/def2-TZVPD)
C -1.4499 -0.0314 -0.9729
C -0.4322 0.1406 1.7071
O -0.4926 -1.0654 2.2236
C -0.0532 -0.6454 -1.1181
N 1.0752 -0.1126 -0.3492
C 1.1656 1.2894 -0.0152
C 0.9147 0.2864 1.0494
H -1.4277 1.0610 -0.9278
H -1.9721 -0.3725 -0.0745
H -2.0491 -0.3133 -1.8442
H 0.3183 -1.6015 2.0609
H 0.2632 -0.5770 -2.1640
H -0.1009 -1.7158 -0.8800
H 0.3385 1.9457 -0.2788
H 2.1552 1.7328 -0.1126
H 1.7472 -0.0211 1.6963
```

## Properties
HOMO: -0.3102 Ha
DFT total energy: -325.7583 Ha
max |F|: 0.38 eV/A
ΔE to the lowest compared entry with this formula, charge and spin: 470.7 kJ/mol

---

[4]
Computed, not measured: a cluster of 2 separate species, C3H8N2OS in total at a distorted geometry, with ωB97M-V/def2-TZVPD.

```
15
C3H8N2OS (ωB97M-V/def2-TZVPD)
C 3.5423 -0.0868 -0.5242
N 2.3745 -0.2912 0.3480
N 1.0675 0.0798 -0.2709
C 1.5830 0.6238 0.9254
O 1.3624 1.4347 1.7241
H 3.2803 0.4247 -1.4786
H 4.4716 0.5196 -0.1718
H 4.0571 -1.0580 -0.8124
H 0.3752 -0.6626 -0.2483
C -3.6733 -0.6602 -0.2367
S -3.4038 1.2276 0.1065
H -4.5081 -0.7853 -0.9929
H -4.1695 -0.7818 0.7517
H -2.7503 -1.1978 -0.5178
H -3.6089 1.2136 1.3980
```

## Properties
structure (SMILES): CN1NC1=O.CS
HOMO: -0.3379 Ha
DFT total energy: -701.9170 Ha
max |F|: 2.77 eV/A
ΔE to the lowest compared entry with this formula, charge and spin: 421.5 kJ/mol

---

[5]
Computed, not measured: a cluster of 2 separate species, C6H12O in total at a distorted geometry, with ωB97M-V/def2-TZVPD.

```
19
C6H12O (ωB97M-V/def2-TZVPD)
C 0.5363 1.8055 0.3920
C -0.4540 1.2444 -0.3083
C -1.0834 -0.0705 0.1230
C -0.7977 -1.1639 -0.8699
C -0.4663 -1.0601 -2.1393
C -0.3961 -2.2574 -3.0277
H 1.2238 2.5635 -0.0296
H 0.4378 1.8464 1.4572
H -0.5002 1.3766 -1.3583
H -0.4146 -0.4108 0.9401
H -2.1202 0.1045 0.4042
H -1.1240 -2.2097 -0.5307
H -0.5039 -0.0820 -2.7481
H -1.1510 -2.1971 -3.8266
H 0.5649 -2.2678 -3.5396
H -0.6257 -3.2049 -2.5489
O 2.1040 1.6657 5.7384
H 2.9229 1.7301 6.2408
H 1.8474 2.5873 5.6313
```

## Properties
structure (SMILES): C=CC/C=C/C.O
HOMO: -0.3389 Ha
DFT total energy: -310.9605 Ha
max |F|: 2.36 eV/A
ΔE to the lowest compared entry with this formula, charge and spin: 259.3 kJ/mol

---

[6]
Computed, not measured: a structure of composition C2H2BrI at a distorted geometry, with ωB97M-V/def2-TZVPD.

```
6
C2H2BrI (ωB97M-V/def2-TZVPD)
C -0.3401 0.7954 0.7226
C 0.3922 -0.5250 -0.6341
Br 0.7989 0.2885 -2.1629
I -0.4780 -2.4379 -0.6838
H -0.8001 0.3525 1.6326
H 0.4270 1.5265 1.1257
```

## Properties
HOMO (alpha / beta): -0.3069 / -0.3481 Ha
DFT total energy: -2948.8992 Ha
max |F|: 5.84 eV/A
ΔE to the lowest compared entry with this formula, charge and spin: 438.5 kJ/mol

---

[7]
Computed, not measured: a cluster of 7 separate species, C44H97Br2ClN3O11P in total at a distorted geometry, with ωB97M-V/def2-TZVPD.

```
159
C44H97Br2ClN3O11P (ωB97M-V/def2-TZVPD)
C -2.6906 -7.8328 0.6729
C -1.1347 -7.3125 0.8074
C -1.1070 -6.0312 1.8657
O -0.9911 -4.7399 1.1178
C 0.2411 -4.0589 1.5305
C 0.3980 -2.5073 1.0383
P 1.5445 -1.8092 2.4501
N 2.7384 -3.0909 2.8965
O 2.5049 -0.4734 1.8936
C -0.9026 -1.4676 1.2096
O -2.2494 -1.9811 0.9304
C -3.2905 -0.9533 1.0161
C -4.5432 -1.3349 -0.0214
N -5.4333 -2.3170 0.7136
C -6.6337 -2.6924 -0.1287
C -7.0913 -4.2294 0.2881
C -5.7671 -5.0318 0.8770
O -8.1176 -4.1386 1.3699
C -1.0365 -0.6167 2.6120
Br -0.5204 1.3576 2.6397
C -1.5483 -1.1448 3.9141
C -2.0569 -2.6911 4.0670
Br -1.6696 0.0267 5.5679
N -0.4135 -0.3573 0.2532
C 0.6866 -0.7976 -0.7364
O 1.2202 0.0642 -1.6047
C 0.9561 -2.4265 -0.5193
C 2.6050 -2.5731 -0.7607
C 0.4015 -3.4832 -1.6366
Cl 1.2634 -3.3496 -3.3070
C -1.1957 -3.4390 -1.9572
C -1.7318 -2.0877 -2.7222
H -3.4032 -7.3621 1.4929
H -3.0903 -7.5153 -0.3849
H -2.6829 -8.9940 0.8461
H -0.4930 -8.1850 1.3013
H -0.6237 -7.0411 -0.2119
H -0.1803 -6.2315 2.5732
H -2.0593 -6.0218 2.5825
H 1.1500 -4.6943 1.0930
H 0.3085 -4.1110 2.6987
H 3.4017 -3.2867 2.1154
H 3.2628 -2.8393 3.7630
H 1.9600 0.2700 1.5023
H -2.9593 0.1313 0.7321
H -3.7872 -0.9434 2.0955
H -5.1226 -0.3346 -0.3118
H -4.1168 -1.8024 -1.0262
H -5.7846 -1.8082 1.5732
H -6.3069 -2.6159 -1.2588
H -7.4986 -1.9415 0.1581
H -7.5192 -4.7620 -0.6781
H -6.0375 -6.1852 0.8914
H -4.8492 -4.8756 0.1607
H -5.5797 -4.6650 1.9795
H -8.4311 -5.0766 1.5988
H -1.9408 -3.3623 3.1183
H -3.2283 -2.6392 4.2905
H -1.5872 -3.1743 5.0490
H -1.1128 -0.0105 -0.4382
H 2.9895 -1.8520 -1.6310
H 2.8579 -3.7169 -0.9921
H 3.2382 -2.2954 0.1806
H 0.6508 -4.5735 -1.2204
H -1.4047 -4.3364 -2.7182
H -1.9095 -3.6304 -1.0515
H -2.0565 -1.2830 -1.9359
H -2.7037 -2.3912 -3.3334
H -0.9874 -1.6293 -3.4997
C 3.0388 -2.0097 -6.3702
C 3.6658 -3.3927 -6.2951
O 4.1123 -3.8830 -7.5570
C 5.1067 -3.1078 -8.2229
C 6.3906 -2.9573 -7.4247
H 2.1920 -2.0105 -7.0672
H 2.6827 -1.6980 -5.3829
H 3.7491 -1.2584 -6.7206
H 2.9128 -4.0995 -5.9327
H 4.4840 -3.4159 -5.5695
H 4.6982 -2.1312 -8.5029
H 5.3332 -3.6279 -9.1606
H 6.2259 -2.4375 -6.4782
H 7.1299 -2.3882 -7.9968
H 6.8118 -3.9408 -7.1888
C 3.2042 5.5481 -1.3008
C 2.8913 5.0925 -2.7171
O 2.9698 3.6796 -2.8896
C 2.0893 2.8931 -2.0899
C 0.6205 3.1998 -2.3277
H 4.2048 5.2121 -1.0028
H 3.1642 6.6401 -1.2336
H 2.4950 5.1435 -0.5762
H 3.6270 5.5328 -3.3974
H 1.9134 5.4592 -3.0423
H 2.3486 2.9962 -1.0310
H 2.2782 1.8462 -2.3534
H 0.3716 4.2329 -2.0748
H -0.0089 2.5434 -1.7188
H 0.3646 3.0506 -3.3825
C 2.1017 8.7120 1.1379
C 2.7461 9.4201 -0.0431
O 2.4749 10.8191 -0.0831
C 2.9153 11.5829 1.0375
C 4.4166 11.5174 1.2612
H 1.0150 8.8597 1.1266
H 2.3121 7.6382 1.1001
H 2.4724 9.0907 2.0923
H 2.3433 8.9960 -0.9681
H 3.8252 9.2434 -0.0679
H 2.3678 11.2825 1.9370
H 2.6335 12.6230 0.8377
H 4.7552 10.5006 1.4722
H 4.7033 12.1499 2.1072
H 4.9515 11.8619 0.3693
C 2.3042 10.4141 6.5654
C 1.9913 9.9585 5.1491
O 2.0698 8.5456 4.9767
C 1.1893 7.7591 5.7764
C -0.2795 8.0658 5.5385
H 3.3048 10.0782 6.8635
H 2.2642 11.5062 6.6327
H 1.5950 10.0095 7.2901
H 2.7270 10.3988 4.4689
H 1.0134 10.3253 4.8240
H 1.4486 7.8622 6.8353
H 1.3782 6.7122 5.5129
H -0.5284 9.0989 5.7915
H -0.9089 7.4094 6.1475
H -0.5354 7.9166 4.4838
C 3.8232 -9.0813 0.0103
C 2.8907 -10.2816 0.0423
O 1.5368 -9.9572 -0.2641
C 1.2960 -9.3889 -1.5494
C 1.7144 -10.2918 -2.6975
H 3.4791 -8.3102 0.7101
H 4.8396 -9.3802 0.2867
H 3.8679 -8.6259 -0.9808
H 2.8919 -10.6992 1.0540
H 3.2479 -11.0763 -0.6190
H 1.7754 -8.4072 -1.6233
H 0.2166 -9.2110 -1.6159
H 2.7868 -10.4990 -2.6857
H 1.4726 -9.8242 -3.6570
H 1.1946 -11.2543 -2.6360
C -4.0633 4.5341 1.4048
C -4.0357 3.4270 0.3632
O -5.0334 2.4295 0.5683
C -6.3884 2.8725 0.5404
C -6.7887 3.5106 -0.7790
H -3.9414 4.1161 2.4114
H -3.2568 5.2514 1.2207
H -5.0068 5.0831 1.3916
H -3.0681 2.9185 0.4180
H -4.1120 3.8354 -0.6485
H -6.5817 3.5473 1.3808
H -7.0111 1.9861 0.7068
H -6.2026 4.4067 -0.9951
H -7.8450 3.7962 -0.7587
H -6.6313 2.8096 -1.6061
```

## Properties
structure (SMILES): CCCOC[C@]1(P(N)O)[C@@](OCCNC[C@@H](C)O)(/C(Br)=C(\C)Br)NC(=O)[C@]1(C)[C@H](Cl)CC.CCOCC.CCOCC.CCOCC.CCOCC.CCOCC.CCOCC
HOMO: -0.3002 Ha
DFT total energy: -8675.6424 Ha
max |F|: 8.47 eV/A

---

[8]
Computed, not measured: a cluster of 4 separate species, C30H45FN6P in total at a distorted geometry, with ωB97M-V/def2-TZVPD.

```
83
C30H45FN6P (ωB97M-V/def2-TZVPD)
C 0.9397 1.7509 2.3955
C 0.5729 1.6385 1.2291
C 0.1232 1.3708 -0.2643
C 0.9377 0.0921 -0.7505
C 0.0444 -1.1089 -1.2506
N -0.4656 -2.0286 -0.1595
N -0.5677 -1.4420 1.1150
C -1.8844 -2.4016 -0.5539
C -2.3852 -3.7480 0.1107
C -3.9731 -3.9346 -0.0099
C -4.6675 -2.8769 0.9625
F -4.3082 -5.2541 0.4079
N -1.6437 -4.8659 -0.5295
C -0.2529 -4.4848 -0.9000
C 0.3441 -3.3058 0.0095
P 2.2143 -3.0667 -0.1517
C 2.8683 -2.9149 1.6007
C 2.4244 -4.1113 2.5867
C 3.0428 -4.4516 -1.1230
C 3.9807 -5.4192 -0.2678
H 1.5712 1.5620 3.3064
H 0.2839 2.2976 -0.8854
H -1.0039 1.1820 -0.2646
H 1.6763 -0.2139 0.0496
H 1.5757 0.4321 -1.6332
H 0.5314 -1.7332 -2.0691
H -0.8738 -0.6498 -1.7458
H -1.1525 -0.6018 1.1228
H 0.3409 -1.3029 1.5639
H -2.6061 -1.5772 -0.2452
H -1.9890 -2.5214 -1.6787
H -2.1583 -3.7596 1.2271
H -4.3000 -3.7907 -1.0807
H -5.1341 -2.0307 0.3668
H -5.4319 -3.3814 1.6248
H -3.8654 -2.4468 1.6309
H -1.6360 -5.6669 0.1168
H -0.2131 -4.1447 -1.9808
H 0.3782 -5.4105 -0.7763
H 0.1569 -3.6332 1.0868
H 2.5076 -1.9509 2.0918
H 4.0034 -2.8760 1.6490
H 1.4006 -3.8102 2.9961
H 2.2320 -5.0858 2.0272
H 3.1444 -4.2589 3.4475
H 2.3201 -5.1207 -1.6899
H 3.7095 -3.9422 -1.8917
H 4.8539 -5.7012 -0.9470
H 4.4426 -4.9495 0.6457
H 3.4824 -6.4139 -0.0201
N -3.5806 2.2502 0.7375
C -2.6380 2.7065 1.5754
C -2.5412 4.0265 1.9842
C -3.4712 4.9318 1.4971
C -4.4562 4.4864 0.6278
C -4.4682 3.1446 0.2826
H -1.9326 1.9610 1.9256
H -1.7587 4.3385 2.6648
H -3.4290 5.9740 1.7919
H -5.1981 5.1654 0.2276
H -5.2208 2.7484 -0.3913
N 0.5795 5.7614 2.8931
C 1.2387 5.1454 3.8828
C 2.5940 5.3044 4.1231
C 3.3128 6.1472 3.2893
C 2.6542 6.7955 2.2561
C 1.2952 6.5713 2.1028
H 0.6335 4.4943 4.5056
H 3.0744 4.7824 4.9408
H 4.3752 6.2974 3.4434
H 3.1830 7.4603 1.5853
H 0.7351 7.0586 1.3113
N 1.0194 1.4445 -4.0407
C 0.0668 1.1168 -4.9248
C -0.1134 1.7595 -6.1382
C 0.7375 2.8061 -6.4583
C 1.7303 3.1668 -5.5607
C 1.8298 2.4583 -4.3746
H -0.5764 0.2940 -4.6288
H -0.8991 1.4498 -6.8151
H 0.6281 3.3352 -7.3979
H 2.4120 3.9790 -5.7769
H 2.5930 2.7010 -3.6422
```

## Properties
net charge: +1
HOMO: -0.4015 Ha
DFT total energy: -1939.4414 Ha
max |F|: 3.24 eV/A

---

[9]
Computed, not measured: a structure of composition C30H39N6O5OsPS3 at a distorted geometry, with ωB97M-V/def2-TZVPD.

```
85
C30H39N6O5OsPS3 (ωB97M-V/def2-TZVPD)
Os 0.1308 1.5570 -0.6487
C 4.4506 6.4504 -2.1122
C 3.0218 5.9759 -2.2613
O 2.9674 4.5444 -2.0618
P 2.2069 3.8135 -0.9040
S 2.4581 1.8406 -1.2620
S 0.2717 4.3130 -0.7202
O 3.0281 4.2769 0.3820
C 2.6139 3.9377 1.7148
C 3.1448 4.9906 2.6633
H 4.4892 7.5264 -2.2766
H 5.0863 5.9554 -2.8443
H 4.8244 6.2223 -1.1151
H 2.6562 6.1458 -3.2732
H 2.3590 6.4827 -1.5568
H 3.0045 2.9488 1.9641
H 1.5213 3.9037 1.7578
H 4.2312 5.0375 2.6087
H 2.8489 4.7347 3.6803
H 2.7361 5.9668 2.4069
C 0.1672 -6.4468 -2.9064
O -0.2621 -5.1863 -2.4208
C -1.2645 -5.1614 -1.5054
C -1.8862 -6.2748 -0.9676
C -2.8990 -6.1234 -0.0295
C -3.2959 -4.8614 0.3661
C -2.6679 -3.7375 -0.1560
C -1.6455 -3.8732 -1.0852
N -0.8586 -2.8224 -1.5914
C -0.9831 -1.4783 -1.3912
N -2.2375 -1.0081 -1.3894
C -2.7336 0.2880 -1.2610
C -1.9535 1.4417 -1.1650
C -2.6620 2.6609 -1.1690
C -4.0392 2.7204 -1.2434
C -4.7956 1.5541 -1.2637
C -4.1474 0.3380 -1.2610
O -4.7674 -0.8777 -1.2797
C -6.1035 -0.9596 -0.8083
N 0.0667 -0.7147 -1.2717
C 1.3475 -1.3302 -1.1904
C 2.2952 -0.9927 -2.1585
C 3.5677 -1.5290 -2.1386
C 3.9174 -2.4280 -1.1426
C 2.9927 -2.7807 -0.1785
C 1.7082 -2.2470 -0.1838
O 0.8771 -2.7041 0.8044
C 0.0270 -1.7943 1.4791
H 0.9345 -6.2339 -3.6452
H -0.6532 -6.9869 -3.3842
H 0.5895 -7.0568 -2.1047
H -1.5831 -7.2680 -1.2645
H -3.3685 -7.0002 0.3934
H -4.0826 -4.7405 1.0975
H -2.9729 -2.7627 0.1960
H 0.0469 -3.1332 -1.9180
H -2.9614 -1.6825 -1.5974
H -2.1195 3.5954 -1.1299
H -4.5371 3.6802 -1.2808
H -5.8731 1.6205 -1.3008
H -6.7787 -0.2975 -1.3501
H -6.1512 -0.7295 0.2594
H -6.4033 -1.9912 -0.9704
H 1.9914 -0.3071 -2.9384
H 4.2741 -1.2619 -2.9120
H 4.9145 -2.8447 -1.1105
H 3.2345 -3.4908 0.6009
H -0.0229 -2.1266 2.5161
H -0.9876 -1.7974 1.0740
H 0.4256 -0.7847 1.4291
C 1.9521 -0.8437 4.4879
C 1.9299 0.6906 4.4564
C 0.8683 1.1709 3.5279
N 0.9594 1.1880 2.2532
N -0.1719 1.5998 1.6235
C -1.1540 1.9106 2.4337
N -2.3616 2.3189 2.0297
S -0.7132 1.6966 4.1022
H 2.7541 -1.1868 5.1383
H 2.1242 -1.2406 3.4889
H 1.0078 -1.2344 4.8668
H 2.8968 1.0606 4.1140
H 1.7384 1.0832 5.4554
H -2.5367 2.4161 1.0363
H -3.0247 2.6746 2.6929
```

## Properties
net charge: +1
HOMO (alpha / beta): -0.3754 / -0.3748 Ha
2S+1: 2
DFT total energy: -3497.7554 Ha
<S²>: 0.764
max |F|: 2.25 eV/A
ΔE to the lowest compared entry with this formula, charge and spin: 243.7 kJ/mol

---

[10]
Computed, not measured: the ion C3H5Cl2N2 with charge +1 at a distorted geometry, with ωB97M-V/def2-TZVPD.

```
12
C3H5Cl2N2 (ωB97M-V/def2-TZVPD)
C 0.1107 1.2514 -0.2626
C 0.5056 -0.0272 -0.0880
C 1.9021 -0.4350 0.0672
N 2.2301 -1.6693 0.4188
N -1.3746 1.4263 -0.3423
Cl -0.6158 -1.3601 0.0319
Cl 3.1478 0.6498 -0.0778
H 3.1393 -1.8616 0.8987
H 1.7048 -2.4492 0.4507
H -1.5588 1.4635 -1.2851
H -1.5241 2.2608 0.2192
H -1.6789 0.5510 0.1466
```

## Properties
net charge: +1
HOMO: -0.4833 Ha
DFT total energy: -1146.8514 Ha
max |F|: 5.34 eV/A
ΔE to the lowest compared entry with this formula, charge and spin: 316.7 kJ/mol